Formula: C22H14Cl5NO2OsS
Source: the Open Molecules 2025 dataset
Level of theory: ωB97M-V/def2-TZVPD

Summary:
- E (Ha) = -3841.8177
- Kohn-Sham gap (eV) = 7.2
- net charge = 0

XYZ file:
```
46
Properties=species:S:1:pos:R:3:lowdin_charge:R:1
Os 0.237 0.729 0.552 1.04
O 0.850 -3.103 -0.052 0.10
C 0.564 -2.037 -0.545 -0.59
O -0.243 -1.158 0.000 -0.23
C 1.011 -1.671 -1.939 -0.14
C 1.071 -2.666 -2.907 -0.01
C 1.421 -2.369 -4.213 -0.07
C 1.744 -1.065 -4.561 -0.08
C 1.715 -0.068 -3.604 -0.13
C 1.337 -0.361 -2.292 -0.52
S 1.406 1.044 -1.217 0.71
H 0.834 -3.678 -2.607 0.12
H 1.447 -3.152 -4.959 0.10
H 2.029 -0.824 -5.577 0.10
H 1.985 0.948 -3.868 0.10
Cl 3.680 0.027 1.247 0.68
C 2.493 -0.336 2.448 -0.68
C 1.156 -0.020 2.236 -0.36
C 0.278 -0.304 3.257 -0.67
Cl -1.356 0.178 2.902 0.77
C 0.630 -0.896 4.455 -0.70
Cl -0.552 -1.203 5.661 0.70
C 1.970 -1.230 4.641 -0.70
Cl 2.468 -1.975 6.108 0.69
C 2.898 -0.948 3.638 -0.70
Cl 4.551 -1.350 3.883 0.69
C 1.246 4.882 2.318 -0.03
C 0.922 3.592 1.730 -0.13
N 0.668 2.575 1.273 -0.01
H 1.556 5.575 1.537 0.09
H 2.057 4.764 3.035 0.09
H 0.371 5.283 2.827 0.09
C -1.627 1.609 0.053 -0.26
C -2.507 0.632 -0.647 -0.32
C -2.363 0.445 -2.021 -0.06
C -3.122 -0.498 -2.695 -0.08
C -4.042 -1.273 -2.002 -0.09
C -4.201 -1.088 -0.635 -0.08
C -3.441 -0.144 0.035 -0.06
H -2.075 2.038 0.949 0.05
H -1.327 2.416 -0.615 0.05
H -1.627 1.031 -2.562 0.11
H -2.990 -0.635 -3.761 0.10
H -4.631 -2.017 -2.522 0.10
H -4.917 -1.688 -0.088 0.10
H -3.574 -0.012 1.102 0.09
```

=====

Formula: C36H32IrN5O3P2S5
Source: the Open Molecules 2025 dataset
Level of theory: ωB97M-V/def2-TZVPD

Summary:
- E (Ha) = -4668.6894
- energy above the lowest of the compared OMol25 structures with the same formula, charge and spin (kJ/mol) = 0.0
- Kohn-Sham gap (eV) = 6.7
- net charge = 0

XYZ file:
```
84
Properties=species:S:1:pos:R:3:lowdin_charge:R:1
Ir -0.523 0.586 -0.894 0.61
C 3.315 0.198 1.137 -0.12
N 2.003 0.328 0.506 -0.44
P 0.551 1.041 1.108 0.84
C 0.875 2.801 1.424 -0.37
C 2.113 3.416 1.291 -0.08
C 2.250 4.772 1.559 -0.07
C 1.154 5.516 1.969 -0.07
C -0.087 4.905 2.101 -0.07
C -0.227 3.556 1.829 -0.12
C 0.167 0.468 2.769 -0.32
C 1.085 0.495 3.822 -0.08
C 0.668 0.181 5.104 -0.07
C -0.669 -0.120 5.351 -0.07
C -1.591 -0.092 4.317 -0.06
C -1.173 0.203 3.025 -0.10
P 1.671 0.397 -1.172 0.79
C 2.822 1.638 -1.835 -0.32
C 2.472 2.960 -2.092 -0.12
C 3.438 3.868 -2.504 -0.06
C 4.760 3.472 -2.652 -0.07
C 5.119 2.156 -2.391 -0.07
C 4.155 1.243 -1.992 -0.09
C 2.305 -1.126 -1.922 -0.35
C 2.759 -2.212 -1.181 -0.11
C 3.222 -3.354 -1.821 -0.07
C 3.222 -3.421 -3.206 -0.07
C 2.772 -2.339 -3.952 -0.06
C 2.323 -1.195 -3.315 -0.10
H 3.887 1.126 1.149 0.07
H 3.906 -0.542 0.600 0.07
H 3.191 -0.158 2.157 0.07
H 2.972 2.864 0.937 0.08
H 3.216 5.246 1.437 0.11
H 1.262 6.573 2.173 0.10
H -0.951 5.485 2.399 0.11
H -1.206 3.093 1.901 0.11
H 2.112 0.793 3.657 0.10
H 1.380 0.193 5.919 0.11
H -0.991 -0.351 6.358 0.11
H -2.638 -0.289 4.509 0.11
H -1.887 0.286 2.213 0.07
H 1.448 3.282 -1.961 0.00
H 3.146 4.889 -2.711 0.11
H 5.508 4.183 -2.978 0.11
H 6.146 1.835 -2.510 0.10
H 4.451 0.215 -1.817 0.10
H 2.749 -2.185 -0.100 0.09
H 3.577 -4.191 -1.234 0.11
H 3.575 -4.315 -3.704 0.11
H 2.770 -2.385 -5.033 0.11
H 1.992 -0.347 -3.903 0.07
S -1.040 0.018 -3.185 0.09
S -0.108 1.566 -4.165 -0.07
S -1.183 3.107 -3.405 0.00
S -0.801 2.872 -1.325 0.07
O -6.932 0.084 -1.380 -0.28
S -5.673 -0.596 -1.419 0.64
O -5.424 -1.488 -2.535 -0.32
N -4.419 0.418 -1.241 0.00
C -3.667 0.091 -0.217 -0.53
O -2.595 0.685 0.106 -0.20
C -4.184 -1.103 0.574 -0.14
C -3.606 -1.803 1.623 -0.02
C -4.275 -2.905 2.140 -0.06
C -5.501 -3.311 1.618 -0.07
C -6.065 -2.638 0.542 -0.03
C -5.378 -1.549 0.046 -0.22
H -2.636 -1.527 2.009 0.08
H -3.833 -3.465 2.954 0.11
H -6.005 -4.170 2.041 0.11
H -6.999 -2.960 0.099 0.12
N -3.391 -3.793 -1.971 0.18
C -2.302 -3.377 -1.292 -0.34
C -1.957 -2.006 -1.301 -0.15
N -0.903 -1.550 -0.648 -0.09
C -0.148 -2.446 0.013 -0.14
C -0.482 -3.781 -0.013 -0.11
N -1.541 -4.265 -0.656 0.14
H -4.100 -3.124 -2.261 0.08
H -3.671 -4.749 -1.832 0.11
H -2.561 -1.314 -1.875 0.04
H 0.671 -2.066 0.600 0.08
H 0.141 -4.495 0.514 0.11
```

=====

Formula: C23H55N3OP4RuS
Source: the Open Molecules 2025 dataset
Level of theory: ωB97M-V/def2-TZVPD

Summary:
- E (Ha) = -3006.1844
- Kohn-Sham gap (spin up / spin down) (eV) = 6.6 / 5.4
- spin multiplicity = 6
- net charge = +3

XYZ file:
```
88
Properties=species:S:1:pos:R:3:lowdin_charge:R:1
Ru -0.004 0.782 -0.007 0.76
P -0.960 -0.858 -1.089 0.70
P 1.887 -0.715 0.545 0.75
P -1.406 2.186 -0.949 0.66
H 1.690 3.441 -1.754 0.11
C 1.497 3.616 -0.674 -0.10
C 1.836 3.018 0.485 -0.22
H 2.290 3.780 1.144 0.11
C -0.412 -1.036 -2.854 -0.20
C -0.938 -2.699 -0.697 -0.22
C -2.847 -0.853 -1.132 -0.21
C 3.384 -0.527 1.603 -0.27
C 1.320 -2.246 1.288 -0.26
C 2.725 -1.268 -1.044 -0.22
C -1.216 4.018 -0.976 -0.25
C -2.932 2.042 0.004 -0.23
C -1.906 2.017 -2.711 -0.23
H 1.158 4.657 -0.460 0.10
H 1.371 2.010 0.858 -0.02
H -0.973 -1.835 -3.357 0.08
H 0.651 -1.283 -2.844 0.03
H -0.555 -0.096 -3.385 0.02
H -1.641 -3.243 -1.337 0.07
H -1.257 -2.831 0.339 0.04
H 0.048 -3.138 -0.851 0.03
H -3.237 -1.814 -1.493 0.07
H -3.266 -0.043 -1.732 0.02
H -3.184 -0.719 -0.099 0.04
H 3.740 -1.547 1.842 0.08
H 3.222 0.016 2.541 0.05
H 4.231 -0.023 1.094 0.00
H 1.312 -3.104 0.630 0.06
H 0.320 -2.062 1.660 0.01
H 1.984 -2.491 2.108 0.04
H 3.801 -1.412 -0.846 0.08
H 2.622 -0.492 -1.814 -0.01
H 2.272 -2.201 -1.401 0.06
H -2.159 4.422 -1.349 0.08
H -0.431 4.359 -1.638 0.04
H -1.006 4.349 0.048 0.06
H -3.737 1.600 -0.569 0.06
H -3.258 3.037 0.286 0.07
H -2.829 1.446 0.907 0.01
H -2.495 2.883 -3.034 0.08
H -2.516 1.138 -2.915 0.03
H -1.020 1.963 -3.351 0.05
C 4.494 1.581 -1.838 -0.54
C 3.661 1.265 -2.969 -0.11
C 4.298 0.892 -4.182 -0.03
C 5.728 0.814 -4.249 -0.01
C 6.496 0.968 -3.081 -0.03
C 5.878 1.323 -1.857 -0.10
S 3.971 1.907 -0.194 1.05
H 2.932 0.934 -0.193 -0.13
H 2.542 1.181 -2.861 0.10
H 3.733 0.729 -5.094 0.12
H 6.258 0.757 -5.207 0.13
H 7.617 0.876 -3.113 0.15
H 6.342 1.155 -0.858 0.12
C 0.981 -1.292 4.470 -0.10
N 0.320 -0.048 4.087 -0.29
C 1.061 1.148 4.529 -0.08
P -1.124 -0.070 3.276 0.55
O -1.086 -0.365 1.811 -0.43
N -2.011 -1.319 3.934 -0.30
C -2.908 -2.012 3.000 -0.07
C -2.120 -1.576 5.355 -0.07
N -1.867 1.391 3.571 -0.28
C -3.341 1.485 3.745 -0.06
C -1.204 2.652 3.108 -0.09
H 1.247 -1.265 5.537 0.11
H 1.887 -1.441 3.865 0.06
H 0.322 -2.147 4.332 0.08
H 1.597 1.641 3.676 0.08
H 0.400 1.882 5.040 0.09
H 1.795 0.805 5.296 0.11
H -2.467 -2.029 1.987 0.05
H -3.054 -3.040 3.336 0.10
H -3.893 -1.530 2.928 0.09
H -2.023 -2.656 5.518 0.11
H -1.309 -1.039 5.851 0.08
H -3.080 -1.219 5.740 0.09
H -3.570 2.498 4.108 0.10
H -3.899 1.311 2.805 0.08
H -3.669 0.777 4.521 0.08
H -0.553 3.070 3.899 0.08
H -0.579 2.438 2.215 0.03
H -1.982 3.385 2.832 0.10
```